Computed, not measured: a cluster of 2 separate species, C7H10N3S in total at a distorted geometry, with ωB97M-V with the def2-TZVPD basis set.

XYZ file:
```
21
Properties=species:S:1:pos:R:3:nbo_charge:R:1
C 2.1207 1.4661 1.0583 -0.31
C 3.3467 1.4646 0.3934 -0.29
C 1.3499 0.3755 0.5751 0.23
C 2.0311 -0.4624 -0.3862 -0.29
C 1.5133 -1.6894 -0.7874 0.15
C -0.3279 -1.2863 0.5694 0.37
C -3.1904 0.6997 -0.5106 -0.43
N 0.3126 -2.0408 -0.2905 -0.44
N 0.2013 -0.1197 1.0725 -0.47
N -2.3776 -0.4642 -0.7713 -0.85
S 3.6180 0.1878 -0.7340 0.53
H 1.6562 2.2513 1.6406 0.26
H 4.3642 2.0133 0.4456 0.29
H 2.1708 -2.2253 -1.4714 0.24
H -1.2255 -1.6385 0.9955 0.23
H -0.1476 0.3702 1.8478 0.44
H -2.8137 1.7460 -0.6151 0.21
H -4.0521 0.7512 -1.1020 0.19
H -3.5395 0.4040 0.4991 0.19
H -2.8143 -1.3835 -0.6463 0.38
H -2.1961 -0.4196 -1.7826 0.36
```

Output
Kohn-Sham gap in eV: 8.1
DFT total energy in eV: -22718.8772
Net charge: +1